[1]
The following is a DFT calculation (ωB97M-V/def2-TZVPD) of a molecular structure, C11H20BrGaO12P in a non-equilibrium geometry.

Highest occupied orbital energy (eV): -3.985
Max |F| (hartree/bohr): 0.0437
Total charge: -1
Total energy (a.u.): -6174.36365
Orbital gap (eV): 6.36

Atoms and positions in Å:
C 0.094 -2.448 0.444
Ga -1.340 -1.294 1.314
Br -0.452 1.001 1.257
C -3.078 -1.230 0.221
P -4.063 -2.690 0.204
O -3.795 -3.570 -0.958
O -3.875 -3.514 1.574
O -5.626 -2.229 0.127
H 0.318 -2.050 -0.548
H 0.976 -2.283 1.052
H -0.193 -3.502 0.412
H -1.509 -1.840 2.812
H -3.684 -0.430 0.665
H -2.861 -0.926 -0.801
H -4.059 -4.436 1.343
H -5.727 -1.359 0.530
C -4.996 1.580 -3.375
C -3.584 1.777 -3.890
O -2.884 2.197 -2.723
C -3.566 1.742 -1.633
O -3.165 1.765 -0.524
O -4.781 1.242 -2.011
H -5.530 0.784 -3.889
H -5.589 2.498 -3.424
H -3.140 0.848 -4.253
H -3.518 2.532 -4.670
C 4.323 -0.928 3.360
C 5.173 -1.829 2.486
O 4.301 -2.119 1.401
C 3.371 -1.114 1.322
O 2.605 -0.975 0.437
O 3.460 -0.307 2.416
H 4.906 -0.182 3.896
H 3.719 -1.489 4.076
H 6.061 -1.319 2.101
H 5.480 -2.744 2.988
C 4.112 3.452 -1.018
C 4.227 2.928 0.400
O 2.920 2.445 0.662
C 2.319 2.154 -0.531
O 1.301 1.581 -0.647
O 3.091 2.633 -1.569
H 5.035 3.351 -1.586
H 3.787 4.496 -1.049
H 4.935 2.099 0.481
H 4.501 3.701 1.117

Mulliken population analysis, charges in e, atoms 1 to 8: -0.608, 0.250, -0.501, -0.474, 0.865, -0.732, -0.485, -0.539

---

[2]
The following is a DFT calculation (ωB97M-V/def2-TZVPD) of a molecular structure, C11H20Cl2MoO3 in a non-equilibrium geometry.

Highest occupied orbital energy (spin up / spin down) (eV): -7.489 / -7.488
Max |F| (hartree/bohr): 0.0978
Total charge: 0
Total energy (a.u.): -1645.36873
Orbital gap (spin up / spin down) (eV): 4.87 / 4.87

Atoms and positions in Å:
C 0.342 -1.235 -1.085
C 1.203 -0.069 -1.150
C 0.352 1.097 -1.184
C 2.671 -0.074 -1.272
C -1.016 0.642 -1.281
C -1.030 -0.776 -1.167
C -2.251 -1.618 -1.252
C 0.736 -2.670 -1.055
C 0.685 2.544 -1.197
C -2.209 1.509 -1.461
Mo 0.016 -0.097 0.874
Cl 3.202 1.777 0.693
Cl 1.933 -1.349 1.674
O -1.179 1.370 1.244
H 3.067 -1.063 -1.059
H 3.126 0.702 -0.466
H 2.970 0.276 -2.262
H 1.593 2.733 -0.601
H -0.146 3.114 -0.755
H 0.856 2.920 -2.215
H -2.066 2.478 -0.974
H -3.094 1.033 -1.031
H -2.405 1.692 -2.523
H -3.084 -1.115 -0.756
H -2.092 -2.573 -0.752
H -2.551 -1.813 -2.287
H 1.688 -2.783 -0.535
H 0.823 -3.113 -2.056
H -0.012 -3.243 -0.497
H -0.944 1.683 2.145
O -1.125 -1.539 1.539
H -1.956 -1.231 1.956
C 0.357 0.133 4.187
O 0.508 0.795 2.974
H 1.211 -0.552 4.288
H -0.568 -0.459 4.298
H 0.390 0.871 5.001

Mulliken population analysis, charges in e, atoms 1 to 8: 0.587, 0.945, 0.730, -1.281, 0.793, 1.136, -1.889, -1.790

---

[3]
The following is a DFT calculation (ωB97M-V/def2-TZVPD) of a molecular structure, C11H20Cl2O2Re in a non-equilibrium geometry.

Multiplicity: 4
Highest occupied orbital energy (spin up / spin down) (eV): 1.219 / -0.834
Max |F| (hartree/bohr): 0.0611
Energy relative to the best compared isomer or geometry (same formula, charge and spin) (eV): 0.000
Total charge: -2
Total energy (a.u.): -1580.26872
Orbital gap (spin up / spin down) (eV): 4.27 / 6.22

Atoms and positions in Å:
C 0.281 -1.159 -1.747
C 1.153 0.031 -1.700
C 0.310 1.181 -1.904
C 2.581 0.016 -2.109
C -1.031 0.734 -2.126
C -1.050 -0.694 -1.985
C -2.246 -1.555 -1.944
C 0.730 -2.569 -1.897
C 0.824 2.565 -2.050
C -2.209 1.621 -2.271
Re 0.100 -0.267 0.194
Cl 3.803 1.948 -0.009
Cl 2.018 -1.423 0.646
O -1.546 0.701 0.393
H 3.012 -0.982 -2.014
H 3.153 0.719 -1.452
H 2.666 0.366 -3.147
H 1.788 2.682 -1.540
H 0.108 3.316 -1.690
H 0.996 2.777 -3.108
H -2.029 2.583 -1.778
H -3.095 1.153 -1.827
H -2.494 1.837 -3.312
H -3.063 -1.058 -1.403
H -2.012 -2.504 -1.467
H -2.640 -1.816 -2.931
H 1.689 -2.714 -1.403
H 0.820 -2.895 -2.937
H 0.008 -3.230 -1.420
H -1.727 1.443 0.975
O -0.689 -1.701 1.249
H -1.636 -1.485 1.365
C 0.903 1.001 1.606
H 1.023 0.443 2.525
H 0.226 1.838 1.825
H 1.878 1.470 1.363

Mulliken population analysis, charges in e, atoms 1 to 8: 0.541, 0.682, 0.554, -1.530, 0.911, 0.925, -1.930, -1.833

---

[4]
The following is a DFT calculation (ωB97M-V/def2-TZVPD) of a molecular structure, C11H20Cl2O3Pb in a non-equilibrium geometry.

Highest occupied orbital energy (spin up / spin down) (eV): 0.823 / 0.824
Max |F| (hartree/bohr): 0.0463
Energy relative to the best compared isomer or geometry (same formula, charge and spin) (eV): 1.756
Total charge: -2
Total energy (a.u.): -1770.03284
Orbital gap (spin up / spin down) (eV): 3.88 / 3.88

Atoms and positions in Å:
C -0.434 1.712 -0.783
C -1.334 1.547 0.310
C -2.079 0.357 0.091
C -1.570 2.453 1.435
C -1.690 -0.196 -1.168
C -0.655 0.637 -1.698
C -0.027 0.444 -3.023
C 0.437 2.848 -1.067
C -3.043 -0.257 1.037
C -2.213 -1.456 -1.750
Pb 1.768 -0.953 1.381
Cl -0.278 -0.506 2.987
Cl 1.976 1.479 1.810
O 0.269 -1.907 0.257
H -0.820 3.231 1.403
H -1.390 1.846 2.339
H -2.517 3.019 1.425
H -2.669 -0.132 2.058
H -3.173 -1.324 0.812
H -4.017 0.250 0.967
H -2.328 -2.241 -0.976
H -1.546 -1.812 -2.562
H -3.235 -1.296 -2.153
H 0.025 -0.632 -3.238
H 0.992 0.825 -2.945
H -0.540 0.933 -3.876
H 0.842 3.144 -0.110
H -0.020 3.744 -1.509
H 1.277 2.503 -1.661
H 0.403 -2.876 0.281
O 3.130 -0.851 -0.459
H 2.758 -1.029 -1.353
C 4.370 -2.724 2.330
O 3.069 -2.177 2.529
H 5.129 -2.052 2.730
H 4.747 -2.838 1.286
H 4.384 -3.711 2.862

Mulliken population analysis, charges in e, atoms 1 to 8: 0.473, 0.520, 0.739, -1.454, 0.078, 0.598, -1.643, -1.567

---

[5]
The following is a DFT calculation (ωB97M-V/def2-TZVPD) of a molecular structure, C11H20Cl3N4RuSi in a non-equilibrium geometry.

Highest occupied orbital energy (eV): -19.900
Max |F| (hartree/bohr): 0.0228
Energy relative to the best compared isomer or geometry (same formula, charge and spin) (eV): 0.000
Total charge: +3
Total energy (a.u.): -2414.26043
Orbital gap (eV): 8.37

Atoms and positions in Å:
Ru 0.025 0.026 0.904
C -0.410 -1.436 -1.570
C 0.779 -0.506 -1.777
N 1.518 -0.338 -0.489
C 2.331 -1.556 -0.104
C 2.104 -1.915 1.358
N 0.643 -1.837 1.674
C -0.154 -2.952 1.063
C -1.439 -2.426 0.461
N -1.146 -1.141 -0.265
H -0.086 -2.474 -1.531
H -1.109 -1.359 -2.401
H 0.472 0.487 -2.095
H 1.443 -0.919 -2.539
H 2.161 0.439 -0.630
H 3.388 -1.367 -0.290
H 2.042 -2.375 -0.762
H 2.615 -1.216 2.021
H 2.503 -2.911 1.564
H 0.544 -1.902 2.685
H -0.371 -3.715 1.809
H 0.460 -3.432 0.304
H -2.193 -2.234 1.220
H -1.862 -3.146 -0.242
H -2.031 -0.706 -0.516
Cl -1.379 3.440 2.520
Si -0.636 1.633 2.625
Cl -1.958 0.093 2.574
Cl 1.144 1.361 3.456
C -1.104 4.088 -1.644
C 0.190 3.851 -1.197
C 0.445 2.711 -0.464
N -0.511 1.806 -0.163
C -1.765 2.056 -0.583
C -2.098 3.171 -1.326
H -1.336 4.975 -2.221
H 0.995 4.542 -1.409
H 1.442 2.519 -0.084
H -2.536 1.349 -0.297
H -3.122 3.317 -1.641

Mulliken population analysis, charges in e, atoms 1 to 8: 0.431, -0.706, -0.773, -0.159, -0.666, -0.729, -0.122, -0.641

---

[6]
The following is a DFT calculation (ωB97M-V/def2-TZVPD) of a single C11H20F5NOSi molecule in a non-equilibrium geometry.

Highest occupied orbital energy (eV): -8.657
Max |F| (hartree/bohr): 0.0357
Total charge: 0
Total energy (a.u.): -1349.97543
SMILES: CC(C)=N[Si@@H](CCCO)CCCC(F)(F)C(F)(F)F
Orbital gap (eV): 9.34

Atoms and positions in Å:
C 0.745 -3.944 0.782
C 0.956 -2.805 -0.190
C 2.391 -2.339 -0.307
N -0.006 -2.322 -0.880
Si -0.456 -0.654 -0.935
C -2.292 -0.504 -1.195
C -3.167 -0.986 -0.018
C -4.371 -0.085 0.297
O -4.160 1.303 0.060
C 0.078 0.256 0.620
C 0.048 1.795 0.485
C 1.042 2.357 -0.547
C 2.104 3.296 0.017
F 2.335 4.314 -0.875
F 1.751 3.882 1.194
C 3.476 2.604 0.222
F 4.260 3.297 1.046
F 4.107 2.464 -0.947
F 3.308 1.375 0.747
H -0.326 -4.121 0.890
H 1.251 -4.860 0.460
H 1.150 -3.642 1.753
H 2.514 -1.627 -1.126
H 3.047 -3.203 -0.458
H 2.732 -1.861 0.620
H 0.212 0.003 -2.102
H -2.517 0.527 -1.483
H -2.507 -1.116 -2.079
H -2.573 -1.156 0.889
H -3.560 -1.971 -0.288
H -5.245 -0.382 -0.288
H -4.647 -0.223 1.352
H -3.432 1.591 0.620
H -0.636 -0.012 1.411
H 1.060 -0.053 0.990
H -0.965 2.094 0.190
H 0.211 2.232 1.470
H 1.560 1.551 -1.073
H 0.524 2.925 -1.324

Mulliken population analysis, charges in e, atoms 1 to 8: -1.314, 0.821, -1.202, -0.349, 0.020, -0.593, -0.573, -0.569